[1]
{"formula": "C7H19N2O2P", "method": "ωB97M-V with the def2-TZVPD basis set", "symbols": ["C", "C", "C", "C", "C", "C", "C", "N", "N", "O", "O", "P", "H", "H", "H", "H", "H", "H", "H", "H", "H", "H", "H", "H", "H", "H", "H", "H", "H", "H", "H"], "xyz": [[1.42, 0.72, 2.16], [-0.08, 2.26, 0.90], [2.06, -0.71, -1.29], [0.16, -2.32, -1.06], [-0.04, 0.06, -2.09], [0.78, 0.96, 0.75], [0.59, -0.83, -1.00], [-2.42, -0.13, 1.86], [0.19, -0.25, 0.35], [-2.50, -1.31, -0.53], [-3.48, 1.04, -0.26], [-2.31, 0.15, 0.15], [0.95, -0.08, 2.71], [2.47, 0.39, 2.09], [1.37, 1.73, 2.74], [-0.63, 2.11, 1.80], [-0.61, 2.34, -0.06], [0.77, 2.86, 1.14], [2.74, -1.24, -0.52], [2.21, -1.23, -2.25], [2.42, 0.37, -1.24], [0.46, -2.65, -2.08], [-0.85, -2.60, -0.95], [0.66, -2.81, -0.21], [0.38, -0.03, -3.10], [-1.03, -0.03, -2.18], [0.23, 1.05, -1.70], [1.56, 1.31, 0.12], [-1.57, -0.59, 2.22], [-2.48, 0.81, 2.25], [-3.43, -1.35, -0.72]], "orbital_gap_ev": [8.12, 7.65], "lumo_energy_ev": [-0.96, -0.72], "homo_energy_ev": [-9.0779, -8.3782]}

[2]
{"formula": "C41H42BCl63I2O6", "method": "ωB97M-V with the def2-TZVPD basis set", "symbols": ["C", "C", "O", "C", "C", "C", "C", "O", "C", "C", "C", "C", "C", "C", "C", "O", "C", "B", "O", "O", "C", "C", "C", "I", "C", "C", "I", "C", "O", "H", "H", "H", "H", "H", "H", "H", "H", "H", "H", "H", "H", "H", "H", "H", "H", "H", "H", "H", "H", "H", "C", "Cl", "Cl", "Cl", "H", "C", "Cl", "Cl", "Cl", "H", "C", "Cl", "Cl", "Cl", "H", "C", "Cl", "Cl", "Cl", "H", "C", "Cl", "Cl", "Cl", "H", "C", "Cl", "Cl", "Cl", "H", "C", "Cl", "Cl", "Cl", "H", "C", "Cl", "Cl", "Cl", "H", "C", "Cl", "Cl", "Cl", "H", "C", "Cl", "Cl", "Cl", "H", "C", "Cl", "Cl", "Cl", "H", "C", "Cl", "Cl", "Cl", "H", "C", "Cl", "Cl", "Cl", "H", "C", "Cl", "Cl", "Cl", "H", "C", "Cl", "Cl", "Cl", "H", "C", "Cl", "Cl", "Cl", "H", "C", "Cl", "Cl", "Cl", "H", "C", "Cl", "Cl", "Cl", "H", "C", "Cl", "Cl", "Cl", "H", "C", "Cl", "Cl", "Cl", "H", "C", "Cl", "Cl", "Cl", "H"], "xyz": [[1.12, 2.03, 5.71], [0.66, 2.21, 4.27], [-0.63, 1.64, 4.11], [-1.22, 2.04, 2.89], [-0.99, 1.04, 1.78], [-0.52, 1.37, 0.57], [-0.12, 2.78, 0.21], [0.35, 2.97, -1.11], [1.69, 2.69, -1.28], [2.67, 3.32, -0.56], [4.02, 3.01, -0.71], [4.42, 2.09, -1.66], [3.43, 1.46, -2.42], [2.09, 1.74, -2.22], [-0.42, 0.23, -0.41], [-0.72, 0.36, -1.57], [0.01, -1.08, 0.17], [1.00, -1.96, -0.72], [0.48, -2.77, -1.70], [2.31, -1.76, -0.46], [3.25, -2.46, -1.27], [-0.43, -1.41, 1.39], [-0.09, -2.71, 2.01], [-1.17, -4.32, 1.10], [0.76, -2.92, 2.99], [1.17, -4.22, 3.61], [1.74, -1.24, 3.81], [-1.32, -0.39, 2.07], [-2.23, -0.72, 2.78], [0.45, 1.30, 6.18], [1.11, 2.99, 6.21], [2.14, 1.64, 5.76], [1.34, 1.68, 3.59], [0.69, 3.27, 3.97], [-0.92, 3.05, 2.61], [-2.30, 2.09, 3.07], [-0.96, 3.46, 0.37], [0.63, 3.07, 0.96], [2.37, 4.07, 0.17], [4.70, 3.53, -0.06], [5.47, 1.86, -1.76], [3.77, 0.74, -3.16], [1.37, 1.21, -2.83], [0.63, -3.71, -1.54], [3.51, -3.42, -0.81], [2.95, -2.56, -2.31], [4.17, -1.87, -1.26], [2.24, -4.34, 3.46], [1.00, -4.19, 4.69], [0.65, -5.08, 3.20], [-1.57, 3.78, 7.52], [-1.55, 2.68, 8.89], [0.05, 4.36, 7.15], [-2.29, 3.01, 6.10], [-2.18, 4.64, 7.78], [2.69, 5.63, 4.19], [1.15, 6.48, 4.03], [2.74, 4.72, 5.69], [2.94, 4.56, 2.81], [3.48, 6.37, 4.20], [-4.45, -0.07, 0.57], [-4.71, -1.37, -0.59], [-3.57, 1.26, -0.19], [-5.96, 0.52, 1.27], [-3.84, -0.46, 1.37], [-8.55, 2.19, 3.91], [-9.59, 3.59, 4.12], [-8.50, 1.22, 5.39], [-9.09, 1.22, 2.54], [-7.55, 2.54, 3.70], [7.25, -0.11, -4.01], [6.30, -1.58, -3.83], [6.37, 1.09, -4.96], [7.69, 0.55, -2.44], [8.16, -0.36, -4.54], [3.63, 4.71, -4.91], [3.91, 3.78, -3.42], [5.16, 5.12, -5.69], [2.60, 3.78, -6.01], [3.12, 5.64, -4.65], [-0.97, -7.32, 5.77], [0.55, -7.97, 5.16], [-0.79, -6.73, 7.41], [-1.58, -6.05, 4.70], [-1.70, -8.13, 5.78], [-1.30, -8.44, -0.80], [-2.66, -7.32, -0.85], [-1.22, -9.25, 0.77], [-1.43, -9.63, -2.10], [-0.39, -7.88, -0.94], [6.52, -1.26, 1.13], [7.78, -1.93, 0.08], [5.63, 0.02, 0.30], [5.42, -2.53, 1.66], [7.00, -0.84, 2.00], [4.07, -6.81, -2.74], [2.99, -7.56, -3.91], [4.83, -5.37, -3.41], [3.20, -6.42, -1.25], [4.85, -7.52, -2.49], [-12.93, 1.31, 5.17], [-13.97, 2.73, 5.38], [-12.89, 0.35, 6.65], [-13.47, 0.33, 3.81], [-11.93, 1.66, 4.96], [3.39, -10.51, -1.01], [3.33, -12.11, -1.75], [1.76, -9.93, -0.67], [4.36, -10.54, 0.46], [3.85, -9.84, -1.71], [-7.92, 6.59, 1.20], [-7.38, 7.52, 2.60], [-7.97, 4.87, 1.58], [-9.50, 7.15, 0.65], [-7.21, 6.74, 0.40], [-5.85, 4.74, 5.25], [-5.41, 4.01, 6.80], [-5.28, 6.41, 5.17], [-5.19, 3.79, 3.91], [-6.93, 4.75, 5.17], [-2.43, 5.73, 1.88], [-2.99, 4.26, 1.10], [-3.79, 6.74, 2.38], [-1.40, 5.35, 3.27], [-1.83, 6.29, 1.17], [1.69, 0.79, -7.97], [2.00, -0.08, -6.47], [3.21, 1.21, -8.77], [0.66, -0.16, -9.04], [1.17, 1.71, -7.72], [7.35, 5.47, -0.09], [7.01, 6.96, -0.97], [6.02, 5.07, 1.00], [7.65, 4.14, -1.21], [8.24, 5.63, 0.51], [1.64, -1.59, -12.31], [2.91, -2.28, -13.32], [0.63, -0.50, -13.25], [0.66, -2.87, -11.58], [2.10, -1.03, -11.52], [-1.04, -6.50, -11.70], [0.15, -7.68, -12.24], [-2.31, -6.29, -12.90], [-1.73, -6.96, -10.14], [-0.54, -5.55, -11.57], [-4.69, -9.01, 2.16], [-4.76, -10.61, 1.43], [-6.31, -8.39, 2.47], [-3.74, -9.03, 3.65], [-4.20, -8.34, 1.46], [3.04, 9.08, -4.06], [3.04, 10.29, -2.78], [3.69, 7.54, -3.46], [1.43, 8.86, -4.72], [3.69, 9.42, -4.85]], "orbital_gap_ev": 8.08, "lumo_energy_ev": -0.74, "homo_energy_ev": -8.8253}

[3]
{"formula": "C4H13N2", "method": "ωB97M-V with the def2-TZVPD basis set", "symbols": ["C", "C", "C", "C", "N", "N", "H", "H", "H", "H", "H", "H", "H", "H", "H", "H", "H", "H", "H"], "xyz": [[1.40, -0.50, -1.28], [-1.13, 1.03, -0.80], [-1.75, -0.44, 1.03], [0.69, -0.56, 0.25], [1.64, 0.08, 1.23], [-0.58, 0.33, 0.37], [2.36, -0.98, -1.25], [1.55, 0.58, -1.70], [1.00, -1.18, -1.89], [-1.65, 0.41, -1.45], [-1.84, 1.80, -0.45], [-0.28, 1.47, -1.33], [-2.56, 0.25, 1.01], [-1.99, -1.40, 0.49], [-1.46, -0.78, 2.01], [0.50, -1.57, 0.51], [2.04, 0.92, 0.83], [2.45, -0.56, 1.45], [-0.38, 1.11, 0.97]], "orbital_gap_ev": 11.31, "lumo_energy_ev": -2.86, "homo_energy_ev": -14.1692, "charge": 1}

no.,molecular weight (g mol⁻¹),electronic energy (Ha)
1,194.22,-879.3836
2,3128.94,-31651.1331
3,89.16,-269.4202